(1)
# C82H181N9O3

10 unconnected molecules or ions with the total composition C82H181N9O3 at a distorted geometry (wB97M-V/def2-TZVPD, the Open Molecules 2025 dataset).

Geometry as XYZ:
```
275
Properties=species:S:1:pos:R:3:mulliken_charge:R:1
C 7.086 2.649 0.080 -0.78
H 3.456 -3.649 -7.173 0.29
C 6.884 3.194 -1.362 -0.01
H -7.810 -1.902 -0.343 0.42
H 1.061 -0.704 -0.767 -0.38
C -2.533 1.516 0.710 0.55
C -5.876 -3.624 -0.750 -1.17
C 0.938 1.560 7.397 -0.78
C 4.919 -4.056 -0.189 -1.04
H -6.377 -1.228 -4.210 0.30
H -2.912 0.572 -7.935 0.49
C -2.320 3.009 1.125 -0.48
H -3.797 -0.117 1.101 -0.81
O 1.014 -0.881 0.176 0.74
H 5.195 -6.145 -5.125 0.41
H 1.381 -4.860 -3.841 0.32
H -3.346 -0.655 -1.082 -0.05
H 6.015 4.917 1.234 0.41
H 3.508 -5.533 -0.897 -0.09
C 2.463 -6.549 -5.542 -0.67
H -6.677 -2.142 5.951 0.28
H -5.354 -2.718 -5.908 0.21
H 2.858 6.074 0.342 0.17
C 0.621 -5.839 0.419 -0.62
H 2.922 5.212 8.853 0.44
C 5.232 4.166 1.126 -0.78
H 2.725 -6.897 -4.543 0.39
C -7.304 -3.810 7.079 -1.47
H 7.523 1.665 0.253 0.45
H -4.673 -0.194 6.508 0.36
C -3.220 0.792 -4.454 0.14
C -1.532 -1.799 -4.931 -0.75
H -1.623 0.914 0.716 -0.49
H 0.476 4.653 6.089 0.42
H 2.491 8.957 -2.150 0.29
H -6.733 -3.819 -5.777 0.40
C -1.722 0.444 -4.058 -0.15
H 4.254 2.321 -0.643 0.71
H 4.675 -0.224 2.150 0.22
H -1.120 7.859 1.703 0.31
H -0.998 -6.922 -0.598 0.53
C 0.404 6.640 -0.916 -0.64
C 1.909 6.953 -2.964 -0.56
H -2.015 5.903 0.307 0.07
H 3.360 2.973 8.211 0.36
H -3.344 0.747 2.579 -0.56
H 1.103 -1.174 -5.333 0.86
C -3.879 -1.568 -1.346 1.52
H 1.869 -7.410 -7.479 0.36
H -3.091 2.142 -6.258 0.34
H -1.036 -2.473 -5.628 0.33
H -0.714 3.729 7.072 0.48
H -3.751 -0.119 5.048 0.04
H -0.913 -3.225 4.458 0.29
C 0.120 0.952 3.090 -0.49
C 0.396 8.877 -2.186 -1.04
H 8.828 4.198 -1.252 0.37
C -5.324 -1.274 -1.328 -1.95
H 1.415 1.920 8.309 0.65
C 0.741 0.982 4.467 1.12
H 1.468 -6.106 -5.495 0.40
C -3.771 -3.068 4.512 -1.74
H -7.929 -1.253 -1.987 0.46
N -3.973 -2.188 5.826 0.16
H 3.138 0.424 0.529 -0.74
H 0.811 8.598 -0.095 0.48
C 4.897 -7.027 -7.211 -0.69
H 8.837 2.809 -2.154 0.38
H 5.429 1.129 4.025 0.59
H 4.842 -6.253 -0.275 0.57
H -1.424 -5.370 0.059 0.17
C -1.317 0.069 -6.584 -0.62
C -2.102 5.915 1.393 0.59
H 3.357 0.331 3.047 0.07
H 4.021 -3.663 -5.018 0.38
C -3.561 -2.739 -0.482 1.43
C 0.948 4.612 8.172 -0.69
C 2.842 6.658 -0.578 -0.86
N 1.726 6.260 -1.595 0.66
H 7.778 3.362 0.527 0.60
H 3.139 -6.624 1.401 0.48
N 5.813 2.708 0.959 0.35
H 2.649 -3.540 -2.299 0.03
H -0.466 -1.598 6.196 0.77
H -0.669 -1.667 3.651 -0.74
H -2.610 -3.093 -0.879 -0.60
H -4.154 -4.734 0.064 0.75
C -3.484 1.177 -5.940 -0.95
C 3.890 -8.168 -6.904 -0.62
H -0.135 1.404 7.509 0.23
C 4.224 -5.375 -0.091 -0.33
N 2.516 -4.499 1.585 -0.12
C 1.767 8.528 -2.843 -0.73
H -7.708 -2.330 -4.010 0.39
H -4.386 -3.832 7.076 0.48
H -2.619 -1.800 -5.012 0.18
C 1.303 -4.451 0.563 0.88
H 0.389 5.506 8.448 0.42
H 5.353 -4.979 -6.515 0.43
C -4.782 3.200 1.930 -0.96
C -3.626 0.869 1.533 1.42
H 4.652 -6.588 -8.178 0.35
H 4.547 -1.970 0.280 0.12
N 1.122 2.743 6.434 0.35
H 1.876 3.935 -0.004 0.10
H 0.928 4.007 9.078 0.33
H -5.406 -0.832 5.002 0.35
H 0.384 2.075 -1.807 0.78
H -2.871 1.423 -0.322 0.65
C 0.351 2.242 5.168 -1.76
H -1.041 1.099 -6.807 0.33
H 2.428 -2.375 1.532 -0.39
H -1.943 2.932 2.145 0.48
C 8.200 3.675 -1.974 -1.38
H 2.688 3.744 5.290 0.32
C 3.947 -2.879 0.223 0.32
C 5.028 1.648 3.155 -0.34
H 2.531 -2.087 -3.365 0.17
H 1.479 1.763 -0.403 -1.54
C -5.874 -3.041 -3.201 -0.65
H -6.590 -4.436 -0.884 0.56
H -5.512 -0.509 -2.080 0.57
C 6.175 2.119 2.320 -1.12
C 3.623 1.213 1.104 2.69
C 1.229 3.787 -0.869 0.93
H 3.778 6.451 -1.097 0.41
H 3.113 -2.545 -0.393 -0.35
H 3.021 2.135 5.974 0.37
H -5.507 1.422 0.607 0.35
C 3.245 -3.094 1.597 0.08
H 2.856 7.713 -0.303 0.52
C 3.577 -5.630 1.312 -0.66
H -0.355 6.209 -1.569 0.39
H 0.448 1.773 2.452 0.53
C -4.429 -3.987 -0.680 -1.39
H 0.479 0.130 5.094 -0.34
H 2.724 -4.757 3.792 0.43
C -3.310 5.217 1.914 -0.88
N -3.613 3.848 1.180 0.03
H -1.677 3.624 0.495 -0.21
H 6.167 3.991 -1.560 0.07
H -0.950 1.135 3.184 -0.03
H -3.149 -1.548 3.369 -0.87
C -2.078 7.415 1.974 -1.57
H 0.869 1.345 -3.703 -1.16
C 2.613 3.124 6.183 -0.49
H 1.771 -4.025 -0.324 0.09
H 6.675 2.928 2.851 0.40
C -4.974 1.642 1.532 -1.37
N -0.985 -0.402 -5.118 0.71
C 1.305 2.359 -1.298 0.26
H 0.300 9.952 -2.036 0.45
C -6.655 -2.279 -4.289 -0.28
H -6.895 -4.722 7.514 0.37
H -2.843 8.015 1.483 0.44
H -3.172 5.005 2.974 0.42
H -1.568 -0.422 5.609 -0.28
H -8.279 -3.934 6.608 0.39
H -4.787 -3.026 -3.279 0.24
C 4.719 1.845 0.221 -1.89
H -1.180 1.378 -4.209 0.71
H 3.901 -4.931 -3.765 0.23
H 5.806 -3.993 0.441 0.41
H 2.798 1.870 1.380 -0.56
H 1.300 -3.839 3.242 0.42
H -4.496 3.312 2.976 0.43
H 0.551 -6.332 1.389 0.24
H -2.760 -1.622 7.449 0.52
C -1.412 -1.499 5.663 -0.32
H 2.715 5.842 7.329 0.33
C 2.053 -3.013 -3.045 -0.14
H 0.412 0.055 2.543 -0.68
H -5.671 -0.871 -0.376 0.50
C 4.857 -5.868 -6.124 -0.51
H 0.534 -3.775 0.938 -0.33
H 7.987 4.308 -2.835 0.37
H -3.639 1.633 -3.901 0.39
H 1.324 -3.568 -4.913 0.01
H 0.382 3.117 4.520 0.53
H 5.830 -7.568 -7.374 0.40
C -6.351 -3.159 6.169 -0.06
H -2.294 -3.124 6.714 0.49
H 4.500 4.210 1.933 0.33
C 2.466 -7.723 -6.623 -0.72
H 1.931 -8.537 -6.133 0.39
C 0.173 8.135 -0.848 -0.98
H -4.699 -3.136 3.945 0.52
H -4.856 -2.288 7.731 0.43
H 4.239 4.132 7.248 0.39
H 6.497 2.368 -1.959 0.30
H 1.445 0.698 6.964 0.26
H 0.620 -0.926 -3.836 -0.99
C 2.869 -4.565 -7.106 -0.89
C 3.244 3.730 7.436 -0.80
H 2.930 2.078 -5.162 0.41
C -2.567 -2.094 6.486 -1.42
H 0.949 4.634 -2.757 0.25
C 3.395 -4.454 -4.604 -0.79
O -1.015 -1.547 0.850 0.33
C -4.485 -0.727 5.576 -0.67
H 2.905 6.755 -3.360 0.46
H -5.727 3.744 1.933 0.56
H 0.204 3.972 -0.549 -0.36
H -3.409 -0.766 -6.926 0.22
C 1.985 -4.014 -4.170 0.13
H -6.388 -3.719 5.234 0.28
H -3.386 -1.808 -2.289 -0.59
H -0.478 -5.540 -1.430 0.19
H 1.377 -6.382 -0.148 0.28
H -3.325 4.519 -0.879 0.31
H 1.099 6.568 -3.584 0.42
C 4.130 0.694 2.370 -0.68
H 4.771 4.250 0.143 0.16
H -1.212 5.408 1.765 0.06
H 4.199 -5.486 2.196 0.61
H -4.543 1.287 -6.171 0.45
H 0.292 6.129 0.040 0.55
C 1.173 0.991 -4.688 1.26
C 0.340 3.955 6.915 -0.55
H 6.927 1.337 2.214 0.52
H -4.940 4.824 -0.189 0.36
C 2.458 4.951 7.902 -0.82
C 1.690 4.745 -1.965 -1.67
H -3.681 -4.076 4.916 0.44
H 1.794 9.122 -3.756 0.45
H 1.878 -4.336 -6.713 0.35
H -0.711 2.063 5.336 0.29
H -6.205 -3.187 0.193 0.46
C 0.537 -0.414 -4.794 0.51
C -2.709 -2.506 3.646 1.15
H 2.118 2.309 -2.022 0.25
H 5.156 -3.822 -1.227 0.48
H -4.212 -4.539 -1.594 0.37
H -3.929 0.027 -4.138 -0.43
H 2.673 -5.252 -7.929 0.41
O -0.546 -1.318 -1.274 -0.44
H -0.764 -0.579 -7.264 0.45
H 5.245 0.998 -0.218 0.50
H 3.074 0.929 -3.812 0.27
C -0.233 -1.260 -0.068 -0.82
H 0.763 1.597 -5.495 0.25
C -0.612 -5.919 -0.417 -1.37
N -6.153 -2.522 -1.760 0.43
H 3.856 -2.900 2.478 0.66
C 2.636 1.094 -4.796 -1.52
N 3.351 -5.389 -5.891 0.14
C -4.936 -2.919 6.846 -0.63
H -1.583 0.037 -3.057 -0.40
H -8.341 -2.932 -1.642 0.42
H -4.198 5.814 1.705 0.50
H -2.132 7.406 3.063 0.41
H -6.926 -2.194 -6.428 0.41
H -1.213 -2.145 -3.948 0.23
H -0.356 8.568 -2.912 0.35
H -7.415 -3.126 7.921 0.35
C 1.973 -4.664 3.008 -1.08
H -2.639 -3.121 2.749 0.65
H 1.365 -5.568 3.036 0.43
H -0.843 8.424 -0.578 0.34
C -6.415 -2.783 -5.666 -1.41
H 2.989 0.347 -5.507 0.38
C -2.843 0.165 -6.926 -0.76
H -4.522 3.144 -0.650 0.37
C -4.135 4.096 -0.285 -0.69
C -7.649 -2.126 -1.397 -1.10
H 2.671 4.440 -2.329 0.65
C -1.332 -2.230 4.308 1.12
H -5.708 1.189 2.199 0.64
H 3.781 -8.800 -7.786 0.36
H 4.244 -8.714 -6.030 0.32
H 1.789 0.914 4.174 0.01
H 4.433 2.533 3.381 0.02
H 1.111 -2.825 -2.530 -0.33
H -3.528 -2.466 0.573 -0.28
H -6.046 -4.115 -3.127 0.57
```

Computed properties:
LUMO   -13.955 eV
HOMO level   -22.9 eV
Frontier orbital gap   0.3286 Eh
DFT total energy   -3948.00194 Ha
Energy relative to the best compared isomer or geometry (same formula, charge and spin)   207.7 kcal per mole
Net charge   +8



(2)
# C16H20N2O5S2

C16H20N2O5S2 in the gas phase (wB97M-V/def2-TZVPD, the Open Molecules 2025 dataset).

Geometry as XYZ:
```
45
Properties=species:S:1:pos:R:3:mulliken_charge:R:1
H 6.178 1.464 -1.882 0.32
H -1.560 0.848 -1.943 0.44
C -4.247 0.400 0.078 0.68
H -0.427 -0.099 2.290 0.32
H 2.596 -1.608 2.531 0.33
C -2.193 0.896 -1.073 -0.77
O 0.737 1.676 -0.989 -0.53
H 6.982 0.343 -0.779 0.36
N 0.551 1.488 1.594 -0.42
N 0.467 0.129 1.866 -0.18
C 6.204 0.432 -1.533 -1.48
C 3.458 -0.530 0.915 0.39
C -6.058 -0.878 -0.842 -0.42
H -5.947 -2.849 -1.694 0.35
H -2.066 2.056 2.093 0.52
S 0.762 -1.027 0.632 1.39
O -5.497 -0.098 0.200 -0.45
H -5.626 -2.791 0.044 0.31
C 3.301 -0.796 2.377 -1.59
H 6.461 -0.198 -2.382 0.37
C 2.386 -0.620 0.038 0.64
O -0.064 3.538 0.366 -0.75
H -3.828 -0.112 -1.979 0.37
H 1.504 1.820 1.694 0.29
C -3.740 1.027 1.225 -0.76
H 1.661 -0.498 -1.948 0.55
C 4.695 -0.188 0.377 -0.89
C -5.465 -2.282 -0.902 -0.96
H -4.366 1.065 2.102 0.44
C -3.464 0.352 -1.077 -0.21
O -0.222 -0.909 -0.406 -0.56
H 4.260 -1.050 2.822 0.48
H -4.395 -2.246 -1.093 0.29
C -1.707 1.487 0.073 -0.07
C 4.867 0.048 -0.981 0.89
H 5.546 -0.108 1.039 0.35
C 2.531 -0.410 -1.321 -0.61
S -0.056 2.126 0.118 1.32
C 3.770 -0.076 -1.830 -0.82
C -2.473 1.568 1.222 -0.45
H -5.957 -0.366 -1.806 0.33
H 2.907 0.082 2.888 0.24
H 3.891 0.095 -2.888 0.40
H -7.121 -0.932 -0.591 0.32
O 0.766 -2.268 1.356 -0.78
```

Computed properties:
LUMO   0.622 eV
HOMO level   -9.0 eV
Frontier orbital gap   0.3552 Eh
SMILES string   CCOc1ccc(S(=O)(=O)NNS(=O)(=O)c2ccc(C)cc2C)cc1
DFT total energy   -1903.71321 Ha
Energy relative to the best compared isomer or geometry (same formula, charge and spin)   39.5 kcal per mole



(3)
# C23H32N7O2

6 unconnected molecules or ions with the total composition C23H32N7O2 (wB97M-V/def2-TZVPD, the Open Molecules 2025 dataset).

Geometry as XYZ:
```
64
Properties=species:S:1:pos:R:3:mulliken_charge:R:1
H -2.685 0.130 4.424 0.48
H 1.572 6.401 -4.209 0.20
N 1.423 0.935 -8.163 -0.44
O -4.726 -2.997 0.898 -0.52
H -2.391 -3.489 2.862 0.44
C 2.502 6.920 -3.997 -0.48
H 2.713 -3.829 5.660 0.43
C -0.839 -0.869 4.856 2.45
N 0.956 4.111 -5.112 -0.34
C -2.413 -1.305 2.829 -0.34
C 1.771 -0.850 -6.303 -0.46
H -3.991 -2.329 -3.596 0.29
C 0.864 0.929 4.987 -0.80
H 3.750 3.232 -3.714 0.18
H 3.028 6.394 -3.202 0.22
C 0.762 -4.738 5.647 -0.37
H 3.115 6.910 -4.896 0.27
H -0.547 0.703 3.388 0.49
C 4.013 1.204 -4.130 0.39
C 2.242 8.292 -3.583 0.16
H 1.820 -1.583 5.193 0.28
C 4.087 2.603 -4.536 -0.64
C 0.077 0.047 3.995 -1.05
H -2.916 -1.513 4.931 0.76
H 1.915 0.678 5.126 0.35
H -1.437 -1.305 2.340 0.37
C -2.955 -2.385 -3.269 -0.62
H -1.740 -2.955 0.633 0.32
O -2.609 -2.803 0.243 -0.42
H 2.699 -0.654 -5.771 0.11
N 4.056 0.112 -3.777 -0.46
C 1.593 0.137 -7.359 0.40
C 1.650 -3.671 5.546 -0.61
C 0.183 3.304 -5.363 0.30
H 0.721 -0.497 3.309 0.45
N -1.460 -0.868 -4.760 -0.32
H -0.370 1.295 -5.523 -0.13
H 3.461 2.800 -5.404 0.23
H 1.131 -5.738 5.840 0.39
H -3.954 -2.789 3.276 0.41
C -2.114 -1.544 -4.107 0.29
H 0.304 1.239 7.090 0.28
H -2.619 -3.419 -3.323 0.27
C -1.034 -3.391 5.284 -0.64
H 5.122 2.847 -4.770 0.32
H 0.815 1.983 4.718 0.39
H -1.434 -0.379 7.021 0.51
H -1.107 2.370 -6.720 0.32
H -2.110 -3.329 5.204 0.50
C 1.134 -2.419 5.291 -0.40
C -0.798 2.279 -5.680 -0.47
N -0.552 -4.603 5.523 -0.60
H -2.887 -2.048 -2.236 0.05
C -3.579 -2.861 1.206 0.32
N 0.111 0.723 6.238 0.05
C -2.284 -0.881 4.306 -1.66
N 2.026 9.365 -3.247 -0.35
C -0.237 -2.253 5.138 0.12
H 1.788 -1.855 -6.718 0.32
C -0.799 -0.173 6.166 -0.93
H -3.006 -0.554 2.303 0.37
H -1.667 2.382 -5.034 0.32
H 0.944 -0.780 -5.599 0.07
C -3.085 -2.673 2.630 -0.81
```

Computed properties:
LUMO   -4.687 eV
HOMO level   -12.6 eV
Frontier orbital gap   0.2895 Eh
DFT total energy   -1429.10279 Ha
Net charge   +1



(4)
# C5H11BO2S

A molecular structure, C5H11BO2S at a distorted geometry (wB97M-V/def2-TZVPD, the Open Molecules 2025 dataset).

Geometry as XYZ:
```
20
Properties=species:S:1:pos:R:3:mulliken_charge:R:1
H 2.280 1.869 0.476 0.29
H -1.333 -0.798 -1.325 0.41
H 1.125 0.219 -1.610 0.24
H -3.642 0.251 0.348 0.33
O 3.126 1.443 0.526 -0.55
B 2.626 0.212 0.083 0.54
H -1.718 -1.651 0.242 0.28
O 3.433 -0.868 0.276 -0.54
C 1.174 -0.052 -0.482 -0.34
S -0.060 1.645 0.412 -0.26
C 0.347 -1.256 -0.113 -0.47
C -1.096 -0.845 -0.280 -0.99
H 0.278 -1.852 -0.999 0.25
H 0.601 -1.784 0.799 0.40
H -2.772 0.745 -1.141 0.34
C -1.439 0.425 0.442 0.30
H -1.462 0.198 1.481 0.31
C -2.818 0.824 -0.086 -1.32
H 4.299 -0.553 0.770 0.33
H -2.948 1.829 0.180 0.44
```

Computed properties:
LUMO   0.252 eV
HOMO level   -8.7 eV
Frontier orbital gap   0.3282 Eh
DFT total energy   -770.67503 Ha
Energy relative to the best compared isomer or geometry (same formula, charge and spin)   25.9 kcal per mole



(5)
# C8H6F3N11O5SV

A molecular structure, C8H6F3N11O5SV (wB97M-V/def2-TZVPD, the Open Molecules 2025 dataset).

Geometry as XYZ:
```
35
Properties=species:S:1:pos:R:3:mulliken_charge:R:1
O 1.050 -1.781 0.699 -0.55
N -2.944 2.373 0.340 -0.44
H 1.161 1.601 -4.033 0.34
N -3.507 0.136 0.934 -0.05
H 0.473 0.166 -4.807 0.34
H 3.015 -1.202 -3.351 0.39
N -3.872 -2.179 1.314 -0.42
V -0.273 -0.527 1.074 -0.10
O 0.023 2.237 3.212 -0.50
C 1.299 0.537 -4.205 -0.87
C 1.249 -1.406 -0.564 1.55
N -1.750 2.981 0.098 -0.52
H -4.499 0.335 0.922 0.27
N -1.784 -1.514 1.109 0.70
S 0.780 1.087 3.529 1.10
C 2.266 1.066 2.444 0.66
F 2.971 -0.028 2.619 -0.19
O 1.143 0.669 4.823 -0.52
C 2.289 -1.744 -1.402 -1.29
N -1.284 0.967 0.613 1.05
O 0.084 -0.163 2.774 -0.41
N -1.807 -2.929 1.332 -0.41
N -3.014 -3.232 1.419 -0.34
C -2.637 1.150 0.644 0.40
N 1.310 -0.159 -2.908 0.08
N 0.276 -0.542 -0.848 0.18
C 0.220 0.150 -2.050 0.26
H 2.245 0.355 -4.704 0.31
H 3.058 -2.454 -1.152 0.51
O -0.679 0.854 -2.396 -0.52
C 2.252 -1.052 -2.598 0.33
C -3.112 -1.144 1.117 0.45
F 1.770 1.049 1.165 -0.28
F 2.995 2.137 2.614 -0.20
N -0.769 2.206 0.223 -0.29
```

Computed properties:
LUMO   -7.547 eV
HOMO level   -13.4 eV
Frontier orbital gap   0.2140 Eh
DFT total energy   -2928.44611 Ha
Energy relative to the best compared isomer or geometry (same formula, charge and spin)   6.9 kcal per mole
Net charge   +1



(6)
# CH4N3O

A gas-phase ion, CH4N3O (charge +1) at a distorted geometry (wB97M-V/def2-TZVPD, the Open Molecules 2025 dataset).

Geometry as XYZ:
```
9
Properties=species:S:1:pos:R:3:mulliken_charge:R:1
C -0.387 0.282 0.077 0.12
H -2.230 0.874 0.123 0.29
H 0.857 -1.459 0.088 0.31
N 1.918 0.432 0.065 0.21
H -2.043 -0.893 -0.359 0.32
N 0.713 -0.436 -0.050 -0.10
N -1.685 0.049 0.076 -0.32
H -0.052 1.308 0.035 0.40
O 2.909 -0.156 -0.055 -0.24
```

Computed properties:
LUMO   -5.430 eV
HOMO level   -15.8 eV
Frontier orbital gap   0.3816 Eh
SMILES string   N/C=[NH+]/N=O
DFT total energy   -279.65443 Ha
Energy relative to the best compared isomer or geometry (same formula, charge and spin)   74.3 kcal per mole
Net charge   +1